(1)
The following is a DFT calculation (ωB97M-V with the def2-TZVPD basis set) of 12 unconnected molecules or ions with the total composition C4H31NO13 in a non-equilibrium geometry.

CARTESIAN COORDINATES (ANGSTROEM)
C -1.66122 0.48288 -1.07545
C -1.73029 1.16503 0.29415
N -1.12106 0.57577 1.52142
C 0.37054 0.58449 1.29797
C 0.85617 -0.70482 1.90061
O 1.39341 -1.49342 1.15472
O 0.46536 -0.97537 3.12441
H -1.01894 0.93095 -1.91466
H -2.64803 0.20473 -1.45878
H -1.26472 -0.53335 -0.77236
H -2.75428 1.21204 0.65239
H -1.39805 2.15533 0.06727
H -1.33259 -0.43267 1.55407
H 0.72349 0.85022 0.28782
H 0.55334 1.43257 2.02331
H 0.85519 -1.76741 3.53788
O 3.78722 1.31365 0.15820
H 2.96332 1.82056 0.13898
H 3.42562 0.47741 0.52333
O 2.36361 -1.68521 -2.79227
H 3.06380 -1.61116 -2.10948
H 1.72594 -1.52118 -2.07866
O 1.27707 3.61442 -1.88850
H 1.93388 4.25809 -2.21399
H 1.66416 2.81913 -2.33842
O -2.35589 -2.52347 3.13730
H -1.69286 -1.87872 3.37985
H -3.12977 -2.05263 2.81565
O 2.13227 1.34560 -2.73520
H 2.42942 1.09828 -1.89144
H 2.69004 0.85625 -3.33463
O -3.93095 3.46053 0.40464
H -2.98747 3.63925 0.58326
H -3.91224 2.81040 -0.31091
O 3.74484 -3.63712 -1.07794
H 2.91772 -3.48310 -1.57620
H 3.39848 -3.93996 -0.23155
O -4.54442 -1.05396 2.11249
H -4.73142 -1.54282 1.30843
H -4.82695 -0.15184 1.90884
O 1.83629 -4.16267 0.90406
H 1.95571 -3.19504 1.09804
H 0.99350 -4.32173 1.35604
O -0.85156 3.80686 1.20977
H -0.83506 4.66404 1.70190
H 0.07478 3.77314 0.92105
O -0.25726 -2.00851 -3.43061
H 0.44653 -2.42295 -3.95206
H -1.05669 -2.25252 -3.89477

Forces on the atoms, in the same order (eV/Å):
1.16 -2.44 0.14
-1.56 -0.02 0.17
1.17 -0.82 -2.50
-0.94 2.10 3.48
0.19 -0.01 -2.44
0.92 -0.38 0.41
-0.10 0.46 1.34
-0.89 -0.53 1.52
0.05 0.49 -0.10
0.07 0.66 -1.08
-0.37 0.37 -0.53
0.31 0.60 0.96
-0.78 0.59 -0.28
-0.16 -0.79 0.37
0.99 -0.62 -0.97
0.01 0.08 -0.71
-1.22 -0.88 0.22
0.31 0.57 -0.05
0.76 0.30 -0.19
0.58 0.45 2.15
1.03 -0.42 -1.20
-1.45 -0.03 -0.93
1.15 0.12 -0.49
-0.63 0.14 0.47
-0.80 0.36 0.28
0.35 -0.78 -0.06
-0.11 0.40 0.06
-0.08 0.49 0.11
-0.64 0.30 -1.52
0.83 -0.64 1.88
0.12 -0.33 -0.45
0.42 0.00 -0.10
-0.47 -0.13 -0.07
-0.01 0.27 0.16
-0.61 0.43 -0.36
0.64 -0.31 0.10
0.08 -0.29 0.07
-0.16 0.29 -0.20
-0.09 -0.17 -0.16
0.14 -0.10 0.22
-0.23 1.07 0.75
-0.19 -1.01 -0.34
0.26 -0.31 -0.29
0.72 1.65 0.87
-0.36 -0.94 -0.43
-0.30 -0.24 -0.34
0.27 -0.17 -0.18
-0.03 0.22 0.28
-0.35 -0.03 -0.06

SMILES: CCNCC(=O)O.O.O.O.O.O.O.O.O.O.O.O
E_HOMO (eV): -9.86
Energy (eV): -32757.43307
Energy above the lowest of the compared OMol25 structures with the same formula, charge and spin (kJ/mol): 445.3
Lowest unoccupied orbital energy (eV): -0.01
Total charge: 0


(2)
The following is a DFT calculation (ωB97M-V with the def2-TZVPD basis set) of 2 unconnected molecules or ions with the total composition C5H14N2O2 in a non-equilibrium geometry.

CARTESIAN COORDINATES (ANGSTROEM)
C -0.92286 1.03677 -1.02084
C -0.41533 0.23827 0.16277
C 0.69204 0.93508 0.97072
C 0.18246 1.89153 2.01893
N -0.55857 1.26470 3.15082
N 0.07286 -1.08660 -0.25562
C -0.74959 -2.08636 -0.65635
O -0.36573 -3.22994 -0.78030
H -1.13119 2.07784 -0.81350
H -0.42988 0.90454 -1.96311
H -1.93027 0.61935 -1.21625
H -1.15954 0.10449 0.96938
H 1.38657 1.53810 0.38304
H 1.47569 0.22686 1.30174
H 0.95887 2.56646 2.45183
H -0.40608 2.77685 1.75797
H -0.49205 0.25440 3.22706
H -1.54518 1.33168 2.89188
H 0.94923 -1.34700 0.16882
H -1.83676 -1.89357 -0.87476
O 1.71857 0.46156 -3.06965
H 1.63788 0.01629 -3.93505
H 1.82185 -0.28923 -2.46953

Forces on the atoms, in the same order (eV/Å):
-2.37 -0.75 0.28
1.09 0.12 0.87
1.34 0.83 -1.04
0.37 0.64 2.35
-1.16 0.19 -0.66
-0.61 1.05 0.13
-0.28 -1.01 -0.04
0.13 -0.20 -0.09
0.37 0.31 0.21
0.97 0.05 -0.09
0.17 0.23 -0.11
-0.41 -0.06 -0.81
-0.39 0.23 -0.91
-0.86 -0.09 0.89
0.53 -1.33 -0.08
-0.72 -0.72 -1.22
0.92 0.01 -0.12
0.11 0.31 0.43
-0.03 -0.48 -0.20
0.84 0.71 0.23
-0.01 -0.69 -0.59
0.06 0.46 0.47
-0.06 0.18 0.10

SMILES: C[C@H](CCN)NC=O.O
E_HOMO (eV): -9.61
Energy (eV): -12486.51383
Energy above the lowest of the compared OMol25 structures with the same formula, charge and spin (kJ/mol): 175.0
Lowest unoccupied orbital energy (eV): 0.68
Total charge: 0


(3)
The following is a DFT calculation (ωB97M-V with the def2-TZVPD basis set) of a single CH5ClNOP molecule in a non-equilibrium geometry.

CARTESIAN COORDINATES (ANGSTROEM)
C -0.71731 -0.99879 0.71961
P 0.56607 0.30427 0.37579
N -0.24012 1.03908 -1.24670
O 0.70262 1.34084 1.43291
Cl 2.25947 -0.55157 -0.10787
H -1.00474 -1.67501 -0.12628
H -0.23747 -1.47370 1.60189
H -1.62585 -0.62098 0.78869
H 0.18820 1.97873 -1.29094
H 0.10914 0.65712 -2.14710

Forces on the atoms, in the same order (eV/Å):
5.13 -1.92 -1.22
-4.22 2.29 -2.18
2.40 -0.39 1.85
-0.02 -1.11 -1.07
0.90 -0.70 -0.31
1.54 0.03 0.47
-1.14 -0.23 -0.44
-3.90 2.68 1.61
-0.48 -0.23 0.35
-0.20 -0.42 0.95

SMILES: C[P@@](N)(=O)Cl
E_HOMO (eV): -10.41
Energy (eV): -26467.94935
Energy above the lowest of the compared OMol25 structures with the same formula, charge and spin (kJ/mol): 97.7
Lowest unoccupied orbital energy (eV): 0.63
Total charge: 0


(4)
The following is a DFT calculation (ωB97M-V with the def2-TZVPD basis set) of a single C3H7N3 molecule in a non-equilibrium geometry.

CARTESIAN COORDINATES (ANGSTROEM)
N 2.75934 1.37918 -0.52580
C 1.82894 0.78257 -0.18624
C 0.64941 0.03227 0.28011
N 0.75373 -1.36104 -0.07877
C -0.63466 0.55332 -0.39366
N -1.76292 -0.14537 0.21135
H 0.58942 0.20461 1.36930
H -0.04127 -1.86148 0.29476
H 1.63694 -1.80279 0.09986
H -0.70442 1.64953 -0.35783
H -0.56522 0.25709 -1.44464
H -2.00922 0.28073 1.10024
H -2.58239 -0.09562 -0.38506

Forces on the atoms, in the same order (eV/Å):
-0.90 -0.56 0.30
0.77 0.47 -0.31
-0.08 0.20 -0.07
-0.13 -0.14 -0.36
0.12 0.12 -0.10
-0.19 0.14 0.06
-0.04 0.07 -0.14
0.17 -0.12 0.00
0.10 -0.04 0.34
0.09 -0.13 0.15
-0.02 0.07 0.14
-0.02 -0.06 -0.13
0.13 -0.03 0.11

SMILES: N#C[C@H](N)CN
E_HOMO (eV): -9.63
Energy (eV): -7694.32934
Energy above the lowest of the compared OMol25 structures with the same formula, charge and spin (kJ/mol): 33.8
Lowest unoccupied orbital energy (eV): 0.85
Total charge: 0


(5)
The following is a DFT calculation (ωB97M-V with the def2-TZVPD basis set) of 6 unconnected molecules or ions with the total composition C26H37F15IN4O10 in a non-equilibrium geometry.

CARTESIAN COORDINATES (ANGSTROEM)
C 2.09803 -3.07839 -4.29343
C 2.66908 -1.63670 -4.35645
C 2.32999 -0.75958 -3.11314
N 1.36626 0.29035 -3.44190
C 0.10805 0.02626 -3.75925
N -0.48204 -1.16074 -3.79602
C -1.74228 -0.92379 -4.17579
I -3.11808 -2.45400 -4.41094
N -1.94095 0.37088 -4.36587
C -3.17823 1.04452 -4.78144
N -0.77942 1.00802 -4.10192
H 1.28919 -3.15748 -5.01917
H 1.64941 -3.25873 -3.31956
H 2.83142 -3.83427 -4.55637
H 2.25719 -1.14653 -5.23861
H 3.74584 -1.65638 -4.51225
H 3.26365 -0.30043 -2.80209
H 1.98685 -1.37028 -2.28107
H 1.65400 1.25308 -3.47201
H -3.16537 2.03385 -4.32708
H -3.21951 1.16415 -5.86084
H -4.00532 0.45525 -4.40464
H -0.58477 1.99528 -4.13617
C -0.75234 0.68609 -8.67783
C -1.67679 1.81682 -8.27484
O -1.53091 2.94490 -9.14099
C -2.19076 2.86931 -10.29976
O -2.87631 1.96059 -10.65158
C -1.97334 4.15743 -11.10720
F -0.68493 4.51557 -11.10706
F -2.68171 5.15841 -10.56893
F -2.36262 3.99837 -12.36360
H 0.27941 1.03640 -8.72248
H -0.81610 -0.13513 -7.96146
H -1.01031 0.30190 -9.66332
H -1.41452 2.17376 -7.27723
H -2.71892 1.49282 -8.24996
C -1.78940 0.06189 -0.70746
C -1.98666 0.45046 0.74214
O -0.84393 0.07304 1.52663
C 0.19854 0.88977 1.45400
O 0.27486 1.87872 0.78719
C 1.31432 0.39220 2.38374
F 1.50567 -0.92717 2.25791
F 1.00751 0.64008 3.65989
F 2.46813 0.99935 2.11189
H -1.56299 -1.00248 -0.79165
H -2.68947 0.27896 -1.28589
H -0.95203 0.60876 -1.14652
H -2.83431 -0.08594 1.16275
H -2.18541 1.51577 0.85013
C -5.57686 -3.97510 2.64676
C -6.51052 -2.85994 3.06455
O -6.43429 -1.74549 2.15044
C -7.13373 -1.86242 1.03122
O -7.80886 -2.78995 0.70494
C -6.98734 -0.58120 0.19929
F -5.70584 -0.16881 0.12529
F -7.69340 0.42101 0.73089
F -7.41258 -0.74847 -1.05198
H -4.55694 -3.60087 2.54625
H -5.58644 -4.77280 3.38788
H -5.87036 -4.39512 1.68484
H -6.21729 -2.46385 4.03411
H -7.54012 -3.20506 3.14576
C 5.16912 1.42276 4.67660
C 5.05520 -0.02074 4.23449
O 6.33740 -0.67522 4.26276
C 6.73323 -1.10156 5.45567
O 6.11820 -0.99760 6.47366
C 8.09670 -1.79811 5.33720
F 8.94381 -1.08745 4.58462
F 7.95119 -3.00289 4.76748
F 8.64887 -1.97013 6.53229
H 5.90877 1.94868 4.07197
H 4.20821 1.92688 4.57558
H 5.48742 1.49228 5.71641
H 4.71697 -0.07064 3.20158
H 4.33841 -0.57189 4.84332
C 2.98655 -0.81026 8.24255
C 2.43263 -0.17589 9.49903
O 2.34504 1.25514 9.35640
C 1.29318 1.70944 8.69224
O 0.42010 1.05202 8.20875
C 1.32996 3.24448 8.65267
F 2.54963 3.69707 8.33786
F 0.99844 3.74943 9.84695
F 0.47211 3.71836 7.75187
H 3.94796 -0.36701 7.98107
H 3.12340 -1.88164 8.38403
H 2.31345 -0.65671 7.39816
H 3.10223 -0.34948 10.33850
H 1.45876 -0.58628 9.76357

Forces on the atoms, in the same order (eV/Å):
-0.24 0.68 -0.37
-0.38 -0.43 0.21
0.77 -0.54 -0.93
-0.14 0.00 0.36
-0.02 0.78 -0.03
-0.29 -0.51 -0.06
0.95 -0.42 0.32
0.22 0.52 0.02
-1.96 0.06 -0.57
0.65 0.42 0.23
1.35 -0.63 0.29
-0.05 -0.16 0.05
0.18 -0.30 0.07
0.09 -0.04 0.24
0.08 0.14 -0.01
0.05 -0.01 0.17
-0.23 0.44 0.19
-0.27 0.06 0.00
0.21 -0.02 0.09
-0.24 -0.04 0.08
-0.01 -0.18 -0.05
-0.13 0.07 -0.04
-0.63 0.14 -0.16
0.07 0.05 -0.20
0.07 -0.43 0.29
-0.02 0.22 0.00
0.00 -0.22 0.34
-0.08 0.01 -0.16
0.13 0.40 -0.37
-0.03 -0.08 0.06
-0.02 -0.09 0.10
-0.04 -0.12 0.07
0.00 0.00 0.09
-0.02 0.01 0.01
-0.08 -0.04 0.04
0.05 0.23 -0.10
-0.01 0.05 -0.20
0.27 -0.07 -0.19
-0.50 0.03 -0.30
0.13 0.02 0.21
-0.46 -0.05 -0.17
0.23 0.08 -0.03
0.46 -0.22 0.44
-0.08 0.05 -0.13
-0.12 0.06 -0.09
-0.09 0.08 -0.13
-0.11 -0.02 0.02
-0.06 -0.01 0.08
-0.05 0.08 0.06
0.15 -0.09 0.14
0.19 0.03 0.04
0.06 0.08 -0.31
0.07 -0.45 0.43
-0.02 0.25 -0.15
0.09 -0.30 0.51
-0.08 0.06 -0.28
-0.02 0.72 -0.53
0.09 -0.18 0.11
-0.01 -0.15 0.19
-0.01 -0.28 0.10
0.00 -0.01 0.12
-0.01 0.02 0.03
-0.08 -0.04 0.05
0.02 0.20 -0.10
-0.03 0.06 -0.19
0.23 0.01 0.14
-0.47 0.36 -0.11
0.14 -0.17 -0.04
-0.45 0.23 -0.26
0.16 -0.13 0.27
0.50 -0.16 0.04
-0.09 0.03 0.01
-0.12 0.04 -0.02
-0.13 0.04 0.02
-0.07 0.00 -0.07
-0.02 -0.03 -0.02
-0.09 -0.03 0.02
0.21 -0.12 -0.05
0.15 -0.06 0.11
0.00 0.23 -0.25
0.14 -0.59 0.04
-0.08 0.26 0.07
0.22 -0.49 0.18
-0.17 0.16 -0.13
0.02 0.49 -0.07
-0.01 -0.09 -0.01
0.00 -0.11 0.02
-0.02 -0.12 0.00
0.05 -0.09 0.08
0.01 0.01 0.05
-0.07 -0.06 0.06
0.03 0.23 0.01
-0.09 0.16 -0.09

E_HOMO (eV): -12.52
Energy (eV): -102855.49538
Lowest unoccupied orbital energy (eV): -3.24
Total charge: +1


(6)
The following is a DFT calculation (ωB97M-V with the def2-TZVPD basis set) of a single C4H7NO2 molecule.

CARTESIAN COORDINATES (ANGSTROEM)
N -0.96868 -2.30221 -0.55724
C -0.02874 -1.43973 -0.07136
O 1.16381 -1.68012 -0.12815
C -0.56858 -0.16704 0.56132
C 0.53804 0.84598 0.75149
C 1.07327 1.70895 -0.29940
O 0.16285 2.21262 0.67199
H -0.63357 -3.06931 -1.12013
H -1.94221 -2.05341 -0.62298
H -0.99551 -0.41150 1.54423
H -1.38802 0.25219 -0.03486
H 1.22071 0.60318 1.56479
H 0.71016 1.65303 -1.32584
H 2.09294 2.08209 -0.19553

Forces on the atoms, in the same order (eV/Å):
0.04 -0.02 -0.11
0.16 0.00 -0.02
-0.37 0.03 -0.02
0.05 0.09 -0.02
0.09 -0.21 0.13
0.15 -0.06 -0.21
-0.14 0.20 0.15
-0.07 0.02 0.15
0.18 0.04 0.02
0.06 -0.02 -0.19
0.21 0.00 0.00
-0.10 0.10 -0.05
-0.10 -0.04 0.22
-0.17 -0.13 -0.05

SMILES: NC(=O)C[C@H]1CO1
E_HOMO (eV): -9.97
Energy (eV): -9845.87066
Energy above the lowest of the compared OMol25 structures with the same formula, charge and spin (kJ/mol): 136.0
Lowest unoccupied orbital energy (eV): 0.82
Total charge: 0


no.,molecular weight (g mol⁻¹)
1,301.29
2,134.18
3,113.48
4,85.11
5,977.47
6,101.10